[1]
Density functional theory data (the ωB97M-V functional and the def2-TZVPD basis) for a structure of composition C28H36IrN4O2P2S2.

HOMO energy (alpha / beta) ... -11.921 / -13.988 eV
Kohn-Sham gap (alpha / beta) ... 6.4 / 6.2 eV
2S+1 ... 6
LUMO energy (alpha / beta) ... -5.5 / -7.8 eV
Total charge ... +2

Structure (XYZ):
```
75
C28H36IrN4O2P2S2 (the ωB97M-V functional and the def2-TZVPD basis)
H -3.575 -4.016 3.275
C 2.690 3.154 1.136
H 1.326 4.473 0.170
C 0.365 3.218 2.950
H 1.657 -4.959 0.551
C -1.542 -1.429 2.459
H -1.144 -3.595 -3.371
H -1.576 2.932 0.902
C -2.628 2.937 0.947
H 0.001 3.986 2.281
C -0.127 3.519 -1.892
C 3.692 -4.672 1.165
H 2.430 2.357 -3.202
C -4.302 -2.164 2.521
C 2.469 -4.228 0.719
H 5.625 -4.023 1.898
H -0.966 3.666 -1.235
C -3.352 -3.012 2.968
H 0.953 3.770 3.728
C -1.332 -0.748 -5.333
C -1.612 -2.216 -4.992
C -3.122 1.548 1.196
H -2.042 -0.340 -6.056
H -5.265 1.933 0.705
C 4.498 -2.340 1.126
H -0.421 2.667 3.438
S 0.056 -1.084 2.521
S -1.757 0.569 -1.493
C -2.552 -0.520 2.002
C 2.300 -2.882 0.417
C 2.159 1.596 -2.478
H -2.693 -2.291 -4.790
C 4.718 -3.740 1.399
H 1.849 1.007 4.142
H -2.884 3.563 1.800
H -5.959 -0.217 1.654
C 2.721 -0.631 0.324
H -1.264 -3.325 3.322
O 3.252 0.452 0.510
C 2.064 3.753 -0.135
H 3.898 -5.682 1.328
O 0.047 -2.637 -0.381
H -5.332 -2.563 2.482
H -0.900 -2.006 -1.745
Ir -0.062 0.724 0.286
H -1.764 1.004 -4.262
H -1.348 -2.813 -5.826
C 2.514 1.212 3.297
H 3.133 3.938 1.757
H -0.271 -0.651 -5.667
C 3.292 -1.960 0.605
H 3.513 2.524 0.866
C -0.829 -2.613 -3.763
H 3.333 1.848 3.657
N -1.102 -1.671 -2.698
N 1.472 -0.780 -0.190
C -4.530 1.246 1.158
C -2.023 -2.631 3.002
N -2.182 0.701 1.591
H 2.902 0.289 2.925
C -4.909 0.025 1.608
H 3.023 1.195 -2.000
H 0.269 -2.728 -3.926
C -1.377 -0.427 -2.865
P 1.448 2.107 2.026
H -0.410 2.985 -2.830
H 1.489 0.835 -2.864
C -3.942 -0.896 2.052
N -1.599 0.040 -4.115
H 2.797 4.269 -0.730
H -3.113 3.328 0.050
P 1.143 2.462 -1.148
C 1.133 -2.178 -0.115
H 5.340 -1.669 1.274
H 0.241 4.507 -2.089
```

[2]
Density functional theory data (the ωB97M-V functional and the def2-TZVPD basis) for a cluster of 2 separate species, C28H36N2O3 in total.

HOMO energy ... -4.568 eV
Kohn-Sham gap ... 2.1 eV
LUMO energy ... -2.4 eV

Structure (XYZ):
```
69
C28H36N2O3 (the ωB97M-V functional and the def2-TZVPD basis)
H 4.494 -8.658 5.023
C -2.550 -1.166 3.440
H -2.062 -10.064 2.315
H -5.882 -8.753 -1.956
H -2.973 -0.982 5.537
C -0.945 -3.181 -0.579
H 0.179 -4.120 -2.122
C 5.597 -6.793 0.636
N -4.303 -9.423 0.960
C -3.033 -9.044 0.638
C 5.178 -7.830 4.799
C 6.598 -7.235 2.906
C -3.868 -8.075 -1.544
N 5.284 -7.630 3.368
H 5.767 -5.705 0.562
H 0.651 -4.596 -0.483
C -5.424 -9.209 0.078
H 7.321 -7.844 3.457
H 3.188 -6.518 -0.528
H 0.117 -9.014 1.962
H -1.205 -2.245 -1.091
H 7.705 -6.957 1.102
C -2.779 -8.256 -0.532
C 4.163 -7.439 2.615
C -4.687 -9.762 2.317
O -0.721 -2.887 0.804
H -3.447 -8.170 -2.553
C -0.532 -7.703 0.329
H 0.452 -2.629 2.542
C 1.786 -6.989 1.056
C 0.616 -6.874 0.244
C -1.569 -7.612 -0.660
H -4.699 -10.049 -1.767
H 1.143 -3.030 -1.121
C -2.255 -0.568 4.816
H -5.500 -9.106 2.662
H 5.604 -7.171 -0.393
C 0.334 -3.764 -1.105
H -1.242 -0.756 5.178
C -1.819 -2.330 1.379
C -5.013 -9.073 -1.378
H -0.166 -2.631 4.227
H -3.854 -9.671 3.019
H 6.793 -6.179 3.173
H -6.104 -10.059 0.212
H -2.427 0.518 4.786
C 1.725 -7.309 2.447
H -4.263 -7.049 -1.475
H -1.376 -7.013 -1.556
O -2.877 -2.223 0.786
H 0.717 -6.321 -0.685
H -1.788 -3.882 -0.641
H 4.821 -6.933 5.334
C 4.254 -7.041 1.247
H -5.982 -8.311 0.402
H -5.059 -10.795 2.346
H 0.747 -7.366 2.927
C -1.499 -1.883 2.748
H 2.768 -7.835 4.241
O -3.675 -1.024 2.962
C -0.141 -2.070 3.278
C -0.723 -8.726 1.323
H 6.172 -8.084 5.181
H 0.360 -1.106 3.475
C 6.761 -7.417 1.407
C 3.097 -6.809 0.519
H 6.830 -8.486 1.172
C -1.933 -9.341 1.496
C 2.865 -7.555 3.191
```

[3]
Density functional theory data (the ωB97M-V functional and the def2-TZVPD basis) for a structure of composition C28H36N5O7Sn.

HOMO energy ... -5.356 eV
Kohn-Sham gap ... 8.0 eV
LUMO energy ... 2.6 eV
Total charge ... -1

Structure (XYZ):
```
77
C28H36N5O7Sn (the ωB97M-V functional and the def2-TZVPD basis)
H -2.034 2.600 -1.427
H 3.370 1.365 4.443
H -0.278 -3.615 -1.137
H 0.813 -0.488 -4.081
H 1.863 2.270 4.223
C -1.717 -2.341 2.480
H -2.697 -3.379 -1.040
H 3.425 3.091 4.108
N -4.110 -1.590 -3.532
C -2.555 4.841 1.031
H 5.272 0.541 3.202
H -3.566 2.027 -1.621
N -0.451 0.575 -2.763
C 1.297 -1.008 -2.068
C -0.664 1.607 1.584
H -1.033 -2.440 4.554
C -0.697 -2.049 3.593
C -0.317 5.415 1.687
H 1.606 0.781 -3.191
N -2.139 -3.021 -3.017
H 3.945 -0.588 3.436
C -0.031 -4.069 -3.621
O -0.564 1.608 -4.806
O -0.268 -5.051 -2.627
N -2.597 1.885 -1.875
H -3.562 5.130 0.761
Sn -1.488 -0.349 -1.100
H -3.154 1.221 -3.770
C 3.617 0.828 1.834
H -2.690 -2.665 2.851
H 0.469 -2.367 0.978
C 3.506 0.569 0.470
H 1.458 -2.130 3.145
H 0.597 -3.267 -3.214
C 4.513 -0.044 2.678
H -1.855 -1.455 1.845
C -0.913 3.094 1.430
C 0.049 4.066 1.747
H -2.921 2.732 0.849
H -1.887 -4.306 -4.678
H -0.972 -5.194 -0.720
H 0.775 -3.659 3.715
H 1.869 4.468 2.557
H 0.509 -4.554 -4.433
H -0.543 -0.975 3.681
H 5.022 -0.778 2.054
C -0.892 -4.442 -1.503
H 4.036 -0.268 0.035
C 2.881 1.873 2.402
O -0.288 1.193 2.673
C -2.406 1.881 -3.325
C 2.703 1.352 -0.341
H 0.434 6.167 1.905
C -2.190 3.502 1.068
N 1.336 3.730 2.130
C 0.233 -3.170 1.682
C 2.076 2.654 1.572
C 0.835 0.009 -3.105
C 2.893 2.163 3.877
C -2.271 -3.937 -1.874
H 2.638 1.135 -1.397
O -1.175 -3.410 1.705
H 0.719 -4.085 1.346
H -1.858 6.851 1.322
O 2.353 -1.606 -2.242
O 0.499 -1.204 -1.070
H 1.354 3.026 -0.408
H -1.162 -2.686 -4.830
C -1.342 -3.516 -4.146
C -3.206 -2.280 -3.306
C -1.604 5.798 1.352
C 0.578 -2.771 3.112
C -1.033 1.333 -3.701
C 1.992 2.403 0.208
O -0.972 0.886 0.569
H -2.503 2.864 -3.791
H -2.928 -4.777 -2.133
```

Which formula does entry 2 have? C28H36N2O3